Record 1
Computed, not measured: C6H11NO in the gas phase in a non-equilibrium geometry, with ωB97M-V/def2-TZVPD.

Structure (XYZ):
```
19
Properties=species:S:1:pos:R:3:nbo_charge:R:1
C 1.92 1.58 0.87 -0.42
N 1.07 0.42 0.90 -0.63
C 0.20 0.23 -0.26 -0.16
C -0.79 -0.87 0.00 -0.44
C -1.62 -0.67 1.25 -0.17
C -2.91 -0.93 1.37 -0.40
C 1.02 -0.02 -1.52 0.44
O 0.56 -0.01 -2.63 -0.51
H 2.64 1.63 0.06 0.17
H 1.32 2.50 0.96 0.20
H 2.48 1.61 1.81 0.21
H 1.56 -0.44 1.14 0.36
H -0.26 1.21 -0.40 0.22
H -1.49 -1.06 -0.81 0.23
H -0.26 -1.82 0.15 0.21
H -1.05 -0.25 2.06 0.21
H -3.52 -1.32 0.56 0.19
H -3.45 -0.81 2.29 0.20
H 2.09 -0.22 -1.34 0.10
```

Relative energy (zero: lowest compared OMol25 entry of this formula, charge and spin) = 188.6 kJ/mol
HOMO-LUMO gap = 9.86 eV
2S+1 = 1
SMILES = C=CC[C@H](C=O)NC

Record 2
Computed, not measured: a molecular structure, C32H59N4O10P2PtS in a non-equilibrium geometry, with ωB97M-V/def2-TZVPD.

Structure (XYZ):
```
109
Properties=species:S:1:pos:R:3:mulliken_charge:R:1
Pt 0.32 -0.04 -0.20 2.14
C 4.66 0.60 -1.24 -1.90
C 3.46 0.76 -0.33 0.71
O 2.77 -0.17 0.05 -0.50
N 3.27 2.03 0.06 0.10
C 2.26 2.42 1.01 0.36
C 1.07 3.07 0.36 0.63
C 0.91 4.45 0.43 -0.83
C -0.20 5.03 -0.17 -0.69
C -1.11 4.21 -0.82 -1.55
C -0.87 2.85 -0.85 -0.15
N 0.18 2.30 -0.26 0.84
H 4.91 -0.46 -1.33 0.33
H 5.52 1.14 -0.85 0.53
H 4.41 1.00 -2.22 0.38
H 3.78 2.77 -0.41 0.29
H 2.70 3.11 1.73 0.53
H 1.94 1.51 1.53 -1.22
H 1.64 5.05 0.95 0.54
H -0.35 6.10 -0.12 0.46
H -1.99 4.62 -1.30 0.50
H -1.54 2.17 -1.37 0.63
C -0.99 -3.66 -0.56 -1.60
C 0.00 -3.07 0.49 1.97
C 1.41 -3.02 -0.11 -1.78
C -0.01 -4.01 1.71 -1.75
O -0.41 -1.83 0.82 0.21
H -0.64 -4.65 -0.85 0.47
H -1.03 -3.00 -1.42 0.05
H -1.99 -3.74 -0.13 0.38
H 1.78 -4.02 -0.33 0.75
H 2.05 -2.53 0.63 0.21
H 1.40 -2.41 -1.01 0.04
H 0.40 -4.98 1.44 0.59
H -1.02 -4.15 2.10 0.39
H 0.60 -3.54 2.47 0.16
S -2.24 0.41 0.67 0.15
C -3.71 0.11 -0.09 -0.05
N -4.84 0.16 0.71 0.10
C -6.07 -0.08 0.22 -0.14
C -6.21 -0.39 -1.10 -1.15
C -5.02 -0.42 -1.88 0.32
N -3.84 -0.18 -1.39 -0.06
H -4.69 0.39 1.68 0.19
H -6.90 -0.02 0.91 0.47
H -7.17 -0.59 -1.54 0.41
H -5.07 -0.66 -2.93 0.46
C -0.75 -2.32 5.30 -1.73
C -1.57 -1.24 4.60 1.79
C -2.29 -1.84 3.39 -0.47
C -2.60 -0.65 5.57 -1.88
O -0.75 -0.14 4.21 -0.14
P 0.44 -0.12 3.12 0.88
O 1.11 -1.43 2.89 -0.93
O -0.08 0.62 1.89 -1.40
O 1.40 1.02 3.69 0.23
C 1.91 1.24 5.00 1.45
C 0.84 1.94 5.84 -1.29
C 2.35 -0.06 5.65 -1.28
C 3.12 2.16 4.80 -1.84
H -1.37 -3.18 5.54 0.47
H -0.34 -1.92 6.23 0.36
H 0.07 -2.63 4.66 0.33
H -2.71 -2.81 3.63 0.62
H -1.59 -1.94 2.57 -0.47
H -3.10 -1.18 3.06 -0.10
H -3.29 -1.43 5.90 0.40
H -3.16 0.15 5.09 0.38
H -2.10 -0.24 6.44 0.44
H -0.05 1.33 5.88 0.06
H 0.59 2.90 5.39 0.31
H 1.21 2.11 6.85 0.44
H 1.49 -0.69 5.86 0.08
H 2.87 0.14 6.58 0.53
H 3.02 -0.60 4.98 0.27
H 2.80 3.09 4.33 0.30
H 3.85 1.68 4.17 0.39
H 3.57 2.40 5.76 0.51
C 1.44 -2.25 -5.58 -1.76
C 2.13 -1.16 -4.76 1.92
C 2.81 -1.74 -3.53 -1.45
C 3.13 -0.40 -5.63 -1.81
O 1.11 -0.21 -4.40 0.38
P 0.43 0.13 -3.00 -0.36
O -0.23 -1.04 -2.29 -0.14
O 1.38 0.81 -2.03 -0.82
O -0.61 1.24 -3.42 0.22
C -1.45 1.29 -4.59 1.76
C -0.69 2.05 -5.67 -1.56
C -1.83 -0.11 -5.06 -1.30
C -2.69 2.07 -4.15 -1.53
H 2.16 -3.01 -5.87 0.48
H 1.00 -1.82 -6.47 0.35
H 0.65 -2.72 -4.99 0.27
H 3.71 -2.29 -3.83 0.66
H 2.14 -2.42 -3.00 0.25
H 3.09 -0.94 -2.85 -0.01
H 3.92 -1.07 -5.95 0.45
H 3.56 0.43 -5.08 0.36
H 2.63 0.00 -6.50 0.37
H 0.24 1.54 -5.88 0.13
H -0.45 3.05 -5.31 0.33
H -1.28 2.13 -6.58 0.45
H -0.96 -0.60 -5.49 0.13
H -2.61 -0.05 -5.81 0.57
H -2.18 -0.69 -4.21 0.10
H -2.40 3.04 -3.77 0.24
H -3.21 1.52 -3.36 0.16
H -3.37 2.22 -4.98 0.52
```

Relative energy (zero: lowest compared OMol25 entry of this formula, charge and spin) = 185.9 kJ/mol
HOMO-LUMO gap (spin up / spin down) = 8.24 / 6.49 eV
Charge = +1
2S+1 = 5

Record 3
Computed, not measured: C5H7P in the gas phase in a non-equilibrium geometry, with ωB97M-V/def2-TZVPD.

Structure (XYZ):
```
13
Properties=species:S:1:pos:R:3:nbo_charge:R:1
C -0.02 2.71 0.48 -0.24
C -0.56 1.70 0.03 -0.01
C -0.99 0.22 -0.02 -0.47
C 0.09 -0.70 0.52 -0.38
C 1.45 -0.92 -0.20 -0.78
P 2.63 0.53 -0.34 0.31
H 0.48 3.57 0.77 0.23
H -1.85 0.09 0.69 0.24
H -1.38 0.07 -1.06 0.23
H 0.40 -0.41 1.57 0.21
H -0.29 -1.67 0.50 0.21
H 2.00 -1.65 0.41 0.24
H 1.28 -1.34 -1.14 0.22
```

Relative energy (zero: lowest compared OMol25 entry of this formula, charge and spin) = 339.6 kJ/mol
HOMO-LUMO gap (spin up / spin down) = 7.07 / 7.11 eV
2S+1 = 1

Record 4
Computed, not measured: C4H7NO2 in the gas phase, with ωB97M-V/def2-TZVPD.

Structure (XYZ):
```
14
Properties=species:S:1:pos:R:3:nbo_charge:R:1
N 1.80 0.55 1.65 -0.83
C 0.58 0.54 1.03 0.68
O -0.29 1.35 1.28 -0.61
C 0.40 -0.58 0.01 -0.54
C -1.03 -0.65 -0.48 0.07
C -1.48 0.22 -1.57 -0.10
O -1.20 -1.16 -1.79 -0.49
H 2.00 1.32 2.28 0.41
H 2.54 -0.07 1.39 0.39
H 0.70 -1.54 0.44 0.23
H 1.06 -0.40 -0.85 0.24
H -1.76 -0.99 0.24 0.19
H -0.78 0.92 -2.02 0.18
H -2.53 0.50 -1.63 0.19
```

Relative energy (zero: lowest compared OMol25 entry of this formula, charge and spin) = 131.7 kJ/mol
HOMO-LUMO gap = 10.82 eV
2S+1 = 1
SMILES = NC(=O)C[C@H]1CO1

Record 5
Computed, not measured: C17H19Cl2N5O5S in the gas phase in a non-equilibrium geometry, with ωB97M-V/def2-TZVPD.

Structure (XYZ):
```
49
Properties=species:S:1:pos:R:3:nbo_charge:R:1
O -2.99 2.28 -3.37 -0.62
O 3.52 3.25 4.69 -0.60
O -0.61 -3.64 -1.80 -0.89
O 1.39 -2.37 -2.11 -0.92
Cl -1.31 -4.45 0.93 0.07
Cl 1.93 -0.04 -0.24 0.05
N -1.93 -0.52 -1.44 -0.18
O 1.51 2.31 4.23 -0.33
C -2.30 1.29 -3.06 0.59
C 2.74 2.31 4.72 0.86
C -0.85 -0.89 -2.08 -0.07
C -0.41 -0.17 -3.30 -0.21
C -1.12 0.90 -3.84 -0.02
C -0.26 -2.70 2.63 -0.31
C 1.17 -0.84 2.19 -0.39
C -0.38 -3.00 1.28 0.06
C 1.04 -1.10 0.82 0.16
C 0.52 -1.64 3.09 0.30
C 0.28 -2.18 0.34 -0.47
N -2.69 0.48 -1.97 -0.22
N 0.53 -1.38 4.47 -0.65
N 0.78 1.26 4.80 -0.33
N 2.94 1.24 5.54 -0.65
C -3.94 0.73 -1.24 -0.41
C -1.02 0.85 -6.31 -0.60
C 0.91 1.93 -4.92 -0.60
C 1.77 -0.95 5.16 -0.24
C 1.69 0.48 5.65 0.07
C -0.62 1.63 -5.04 -0.25
S 0.10 -2.36 -1.43 2.08
H 0.46 -0.56 -3.87 0.25
H -0.82 -3.33 3.27 0.23
H 1.78 0.02 2.42 0.24
H -0.19 -1.85 5.04 0.40
H 0.38 0.65 4.10 0.37
H 3.51 1.41 6.37 0.42
H -3.91 1.73 -0.82 0.22
H -4.83 0.72 -1.89 0.23
H -4.10 0.04 -0.40 0.23
H -0.75 1.48 -7.17 0.22
H -0.53 -0.13 -6.37 0.21
H -2.13 0.69 -6.35 0.22
H 1.46 1.01 -5.01 0.20
H 1.33 2.57 -5.69 0.22
H 1.21 2.44 -3.97 0.22
H 2.60 -1.05 4.44 0.22
H 1.96 -1.64 5.97 0.21
H 1.27 0.48 6.68 0.18
H -1.10 2.61 -5.14 0.24
```

HOMO-LUMO gap = 8.91 eV
2S+1 = 1
SMILES = CC(C)c1cc(S(=O)(=O)c2c(Cl)cc(NC[C@@H]3NOC(=O)N3)cc2Cl)nn(C)c1=O

Record 6
Computed, not measured: a molecular structure, C3H2FLiO4Rb in a non-equilibrium geometry, with ωB97M-V/def2-TZVPD.

Structure (XYZ):
```
12
Properties=species:S:1:pos:R:3:nbo_charge:R:1
C -1.73 -0.69 0.86 0.16
C -0.29 -0.49 1.20 0.35
O 1.15 -0.78 -0.03 -0.67
C 1.18 -0.19 -1.20 0.93
O 1.78 -0.65 -2.16 -0.78
O 0.52 0.93 -1.41 -1.02
O -2.44 0.21 0.38 -0.83
Rb 3.76 2.39 -1.81 0.99
H -2.14 -1.68 1.08 0.13
F 0.00 -1.24 2.28 -0.35
H -0.07 0.55 1.45 0.13
Li -1.71 1.65 -0.63 0.95
```

HOMO-LUMO gap (spin up / spin down) = 3.91 / 5.46 eV
2S+1 = 2